Entry 1:
This record from OMol25 describes a cluster of 7 separate species, C24H44O12S in total at a distorted geometry. The level of theory is wB97M-V/def2-TZVPD.

Each line ends with the Mulliken charge.
Element x y z (Å)
1 C -15.706 -4.914 -8.522  -1.170
2 C -16.873 -5.884 -8.803  0.706
3 C -16.904 -7.165 -7.915  -0.398
4 O -18.010 -6.997 -7.122  -0.359
5 C -18.680 -5.901 -7.384  0.687
6 O -19.805 -5.695 -6.907  -0.605
7 O -18.016 -5.160 -8.207  -0.367
8 H -15.513 -3.994 -9.075  0.329
9 H -14.781 -5.490 -8.561  0.183
10 H -15.732 -4.667 -7.461  0.353
11 H -17.031 -6.092 -9.861  0.025
12 H -15.931 -7.269 -7.435  0.301
13 H -17.136 -8.023 -8.545  0.308
14 C -9.882 -7.177 -16.472  -1.262
15 C -10.958 -8.190 -15.887  0.221
16 C -10.649 -9.633 -16.223  -0.414
17 O -10.053 -10.100 -15.032  -0.341
18 C -10.310 -9.301 -14.033  0.517
19 O -9.930 -9.534 -12.881  -0.603
20 O -10.904 -8.194 -14.434  -0.142
21 H -9.939 -7.399 -17.538  0.409
22 H -8.974 -7.453 -15.936  0.302
23 H -10.059 -6.102 -16.438  0.326
24 H -11.950 -7.971 -16.281  0.331
25 H -9.894 -9.506 -16.999  0.331
26 H -11.524 -10.185 -16.567  0.306
27 C -5.573 -3.338 -11.563  -1.142
28 C -6.316 -4.609 -11.854  0.826
29 O -6.765 -5.321 -10.941  -0.565
30 C -6.367 -5.064 -13.317  -1.083
31 H -4.552 -3.681 -11.394  0.312
32 H -6.038 -2.880 -10.690  0.348
33 H -5.639 -2.651 -12.406  0.385
34 H -7.006 -4.358 -13.847  0.381
35 H -6.678 -6.069 -13.604  0.166
36 H -5.345 -4.892 -13.655  0.407
37 C -10.409 -2.889 -5.856  -0.739
38 C -10.344 -3.540 -4.471  0.717
39 O -10.728 -2.952 -3.432  -0.577
40 C -10.009 -5.011 -4.392  -0.993
41 H -11.089 -3.491 -6.458  0.067
42 H -9.471 -3.040 -6.389  0.332
43 H -10.935 -1.937 -5.782  0.337
44 H -10.913 -5.620 -4.401  0.245
45 H -9.683 -5.251 -3.380  0.376
46 H -9.166 -5.301 -5.018  0.303
47 C -15.149 -6.561 -12.216  -0.926
48 C -14.348 -5.336 -12.583  0.686
49 O -14.504 -4.296 -11.960  -0.579
50 C -13.165 -5.575 -13.584  -0.745
51 H -14.968 -6.827 -11.174  0.130
52 H -14.935 -7.473 -12.773  0.341
53 H -16.213 -6.332 -12.165  0.420
54 H -13.438 -5.531 -14.638  0.450
55 H -12.570 -6.470 -13.404  -0.030
56 H -12.571 -4.684 -13.380  0.305
57 C -6.442 -8.886 -10.805  -0.655
58 C -5.273 -8.711 -11.712  0.887
59 O -5.393 -8.491 -12.875  -0.083
60 C -3.869 -8.773 -11.157  -1.073
61 H -6.615 -7.982 -10.220  0.258
62 H -6.406 -9.782 -10.186  0.503
63 H -7.376 -8.990 -11.357  0.092
64 H -3.934 -9.397 -10.265  0.355
65 H -3.677 -7.780 -10.752  0.321
66 H -2.996 -9.180 -11.668  0.415
67 C -10.393 -6.602 -11.032  0.170
68 C -10.135 -5.090 -10.466  -0.583
69 C -10.749 -5.056 -8.975  -0.447
70 S -10.787 -6.725 -8.255  1.024
71 O -12.259 -6.954 -7.928  -0.594
72 O -9.767 -7.002 -7.252  -0.631
73 C -10.306 -7.583 -9.863  -0.765
74 H -9.646 -6.906 -11.766  0.339
75 H -11.387 -6.841 -11.410  -0.123
76 H -10.587 -4.475 -11.245  0.406
77 H -9.091 -4.777 -10.491  -0.025
78 H -11.805 -4.788 -8.941  0.319
79 H -10.216 -4.335 -8.356  0.211
80 H -10.899 -8.477 -10.059  0.525
81 H -9.224 -7.691 -9.790  0.022

Results
- ⟨S²⟩ = 0.756
- LUMO (spin up / spin down) (eV) = -5.24 / -9.22
- spin multiplicity = 2
- net charge = +1
- Kohn-Sham gap (spin up / spin down) (Eh) = 0.2061 / 0.0598

---

Entry 2:
This record from OMol25 describes a structure of composition C24H45FeGeN2O2Si2Te. The level of theory is wB97M-V/def2-TZVPD.

Each line ends with the Mulliken charge.
Element x y z (Å)
1 Fe 0.201 0.508 -0.573  -0.153
2 C -0.708 4.419 0.404  -1.736
3 C -0.228 3.284 -0.463  0.972
4 O -0.661 2.108 -0.110  0.406
5 C 0.600 3.529 -1.534  -1.527
6 C 1.055 2.533 -2.438  0.916
7 C 1.745 2.947 -3.706  -1.471
8 N 0.852 1.269 -2.192  1.303
9 N 1.221 0.357 -3.162  -0.845
10 C 0.824 -0.823 -2.790  -0.019
11 O 0.141 -1.023 -1.692  -0.487
12 C 1.150 -2.002 -3.625  0.452
13 C 1.948 -1.870 -4.760  -0.159
14 C 2.263 -2.982 -5.521  -0.716
15 C 1.787 -4.236 -5.158  -0.378
16 C 0.991 -4.371 -4.030  -0.957
17 C 0.673 -3.258 -3.266  -0.164
18 H -1.619 4.131 0.926  0.256
19 H -0.896 5.317 -0.183  0.482
20 H 0.053 4.657 1.151  0.282
21 H 0.853 4.556 -1.752  0.346
22 H 1.860 4.028 -3.745  0.440
23 H 1.181 2.608 -4.574  0.299
24 H 2.722 2.468 -3.762  0.308
25 H 2.317 -0.889 -5.028  0.450
26 H 2.885 -2.874 -6.400  0.393
27 H 2.037 -5.105 -5.753  0.394
28 H 0.618 -5.346 -3.743  0.402
29 H 0.054 -3.349 -2.384  0.321
30 C 4.048 -1.228 2.016  -1.275
31 Ge 2.911 -1.231 0.408  0.656
32 C 1.782 -2.838 0.526  -0.892
33 C 4.049 -1.399 -1.182  -1.133
34 C 1.996 0.516 0.306  -0.755
35 H 4.555 -2.189 2.116  0.378
36 H 3.445 -1.069 2.912  0.320
37 H 4.802 -0.442 1.968  0.373
38 H 2.387 -3.704 0.246  0.467
39 H 0.937 -2.770 -0.155  -0.055
40 H 1.422 -2.998 1.542  0.368
41 H 4.779 -2.196 -1.035  0.412
42 H 4.587 -0.470 -1.374  0.354
43 H 3.454 -1.638 -2.064  0.256
44 H 2.668 1.167 -0.262  0.395
45 H 1.931 0.943 1.313  0.255
46 C -3.192 0.080 -1.741  -0.694
47 Si -3.951 -0.188 -0.055  0.162
48 C -4.226 1.472 0.777  -0.641
49 C -5.590 -1.089 -0.236  -1.084
50 C -2.874 -1.309 1.026  -1.014
51 Te -0.871 -0.715 1.484  -0.010
52 C -1.384 0.935 2.742  0.272
53 Si -0.588 0.839 4.443  0.121
54 C 1.276 0.795 4.239  -0.549
55 C -1.091 2.375 5.400  -1.085
56 C -1.189 -0.699 5.332  -1.101
57 H -3.956 0.479 -2.414  0.456
58 H -2.803 -0.838 -2.182  0.192
59 H -2.375 0.803 -1.710  0.033
60 H -4.957 2.052 0.209  0.393
61 H -3.294 2.041 0.802  -0.079
62 H -4.605 1.372 1.796  0.304
63 H -6.292 -0.496 -0.827  0.299
64 H -6.053 -1.284 0.733  0.304
65 H -5.458 -2.048 -0.742  0.307
66 H -2.768 -2.283 0.541  0.553
67 H -3.345 -1.500 1.993  0.547
68 H -2.473 0.936 2.808  0.158
69 H -1.094 1.833 2.198  -0.346
70 H 1.637 1.685 3.718  0.359
71 H 1.597 -0.079 3.667  -0.234
72 H 1.774 0.753 5.210  0.467
73 H -0.778 3.283 4.881  0.312
74 H -0.639 2.388 6.394  0.334
75 H -2.175 2.420 5.527  0.320
76 H -1.045 -1.593 4.721  0.343
77 H -2.250 -0.623 5.579  0.311
78 H -0.641 -0.846 6.266  0.353

Results
- ⟨S²⟩ = 0.807
- LUMO (spin up / spin down) (eV) = 0.05 / 0.34
- spin multiplicity = 2
- net charge = 0
- Kohn-Sham gap (spin up / spin down) (Eh) = 0.2818 / 0.2908

---

Entry 3:
This record from OMol25 describes a structure of composition C24H45MnNO3P2 at a distorted geometry. The level of theory is wB97M-V/def2-TZVPD.

Each line ends with the Mulliken charge.
Element x y z (Å)
1 Mn -0.284 -0.366 -1.694  -0.116
2 C -1.970 1.634 0.892  0.197
3 C -2.278 0.727 -0.179  0.885
4 C -2.252 -0.449 1.814  0.778
5 C -1.995 0.919 2.108  0.737
6 C -2.468 -0.579 0.422  1.099
7 C -1.807 3.095 0.746  -2.091
8 H -1.449 3.355 -0.259  0.308
9 H -1.096 3.510 1.477  0.326
10 H -2.766 3.622 0.891  0.408
11 C -1.928 1.489 3.469  -1.358
12 H -1.809 2.578 3.423  0.448
13 H -1.105 1.069 4.071  0.115
14 H -2.866 1.279 4.013  0.390
15 C -2.376 -1.518 2.827  -1.746
16 H -3.387 -1.547 3.265  0.430
17 H -1.663 -1.384 3.650  0.308
18 H -2.189 -2.507 2.393  0.269
19 C -2.999 -1.765 -0.274  -1.090
20 H -4.101 -1.755 -0.283  0.364
21 H -2.675 -2.689 0.215  0.315
22 H -2.668 -1.818 -1.323  -0.049
23 C -2.894 1.187 -1.446  -1.193
24 H -3.925 1.540 -1.275  0.399
25 H -2.928 0.393 -2.206  0.310
26 H -2.324 2.023 -1.885  0.289
27 C 1.513 0.466 -2.167  1.161
28 C 0.371 1.366 -2.425  0.210
29 C -0.171 1.552 -3.829  -1.375
30 C -1.081 0.397 -4.354  -1.190
31 C -1.195 -0.812 -3.431  -0.623
32 C -0.038 -1.687 -3.209  0.123
33 C 1.292 -1.424 -3.914  -1.335
34 C 2.157 -0.289 -3.307  -1.491
35 H 0.648 1.736 -4.550  0.347
36 H -0.723 0.108 -5.361  0.531
37 H -0.757 2.490 -3.857  0.441
38 H 2.474 0.404 -4.109  0.485
39 H 2.192 0.717 -1.338  -0.231
40 H 0.235 2.220 -1.751  0.417
41 H 3.098 -0.726 -2.933  0.486
42 H 1.883 -2.360 -3.892  0.472
43 H -0.234 -2.750 -3.007  0.577
44 H 1.154 -1.199 -4.986  0.333
45 H -2.097 0.807 -4.518  0.332
46 H -2.184 -1.291 -3.384  0.783
47 P 1.757 1.768 1.402  1.009
48 C 1.550 2.662 2.989  -1.259
49 H 2.405 3.344 3.088  0.512
50 H 1.500 1.943 3.828  0.387
51 H 0.617 3.241 2.953  0.272
52 C 3.506 1.246 1.562  -1.358
53 H 4.104 2.132 1.811  0.469
54 H 3.844 0.822 0.607  0.349
55 H 3.576 0.487 2.351  0.286
56 C 2.030 3.220 0.304  -1.486
57 H 2.357 2.877 -0.683  0.371
58 H 2.796 3.859 0.760  0.523
59 H 1.095 3.780 0.188  0.300
60 P 0.851 -2.276 0.512  1.502
61 C -0.030 -3.755 -0.139  -1.560
62 H 0.710 -4.553 -0.293  0.530
63 H -0.535 -3.534 -1.090  0.172
64 H -0.779 -4.072 0.601  0.412
65 C 2.473 -2.520 -0.328  -1.316
66 H 2.350 -2.493 -1.418  0.197
67 H 2.885 -3.491 -0.017  0.552
68 H 3.150 -1.712 -0.022  0.188
69 C 1.337 -3.045 2.115  -1.505
70 H 1.352 -4.137 1.990  0.515
71 H 0.655 -2.759 2.925  0.279
72 H 2.333 -2.682 2.392  0.390
73 O 0.308 -1.583 4.589  -0.714
74 N 0.947 -0.534 4.275  1.070
75 O 0.774 0.538 4.933  -0.768
76 O 1.752 -0.545 3.289  -0.501

Results
- ⟨S²⟩ = 6.240
- LUMO (spin up / spin down) (eV) = -4.74 / -6.18
- spin multiplicity = 5
- net charge = +1
- Kohn-Sham gap (spin up / spin down) (Eh) = 0.2194 / 0.1613

---

Number 1: E -2241.490710 hartree. Number 2: E -5389.175807 hartree. Number 3: E -3055.069354 hartree.